{"formula": "CH3N3S2", "method": "the ωB97M-V functional and the def2-TZVPD basis", "elements": ["H", "N", "N", "N", "C", "H", "H", "S", "S"], "positions_angstrom": [[-2.1838, 1.5193, 1.3246], [-0.8939, 0.2030, 0.5393], [0.8784, -0.7799, -0.3956], [-0.3876, -0.8661, 0.0445], [-2.0802, 0.6706, 0.6362], [1.3721, 0.0216, -0.0153], [1.3543, -1.1937, -1.1822], [-3.3935, 0.4529, -0.3368], [-0.9981, -2.3586, 0.1411]], "forces_ev_per_angstrom": [[0.4, -0.5, 0.2], [4.7, -0.3, -0.3], [2.1, 2.4, 1.0], [-1.2, -0.9, 0.0], [-3.6, 1.4, -0.3], [-0.5, 0.0, -0.2], [-1.3, -0.9, 0.0], [0.2, -0.5, 0.0], [-0.8, -0.8, -0.3]], "e_above_lowest_kcal_mol": 52.76, "charge": 0, "fmax_ev_per_a": 4.71, "smiles": "N/[N+]([S-])=N/C=S", "total_energy_ha": -1000.3965}

{"formula": "C5H11O2", "method": "the ωB97M-V functional and the def2-TZVPD basis", "elements": ["O", "H", "C", "C", "H", "H", "C", "H", "H", "H", "O", "H", "H", "H", "C", "C", "H", "H"], "positions_angstrom": [[-1.0900, 0.8192, -1.8298], [-1.0681, -1.5311, -2.5307], [0.0641, 0.5116, -1.4422], [-1.0189, -1.7885, -1.5187], [-2.0271, -1.7643, -0.9498], [0.2936, -0.9202, 2.0697], [0.0002, -0.9329, -0.8174], [-0.0726, 1.6759, 3.6038], [-0.7504, -2.8267, -1.5127], [-0.4958, -0.6617, 3.7075], [1.1920, 1.0498, -1.3326], [1.2042, -0.7393, 3.6829], [1.5304, 1.5260, 2.9541], [0.0595, -0.8624, 0.2576], [0.5131, 1.1373, 2.8577], [0.3181, -0.4162, 3.1271], [0.2997, 1.5309, 1.8874], [0.9512, -1.4463, -1.1090]], "forces_ev_per_angstrom": [[1.0, 1.6, -0.6], [-0.6, 0.8, -1.4], [-0.5, -1.7, 1.7], [-2.2, -0.7, 3.2], [1.2, 0.2, -1.5], [0.0, 0.5, 2.4], [2.4, -0.5, -1.9], [-0.1, 0.3, -0.1], [0.4, -0.9, 0.3], [-2.1, -0.3, 1.0], [-1.0, 0.7, -0.7], [-0.1, -0.3, -0.3], [0.2, -0.7, 0.5], [-0.7, -0.2, 0.2], [-0.1, -0.4, 1.3], [3.0, 1.2, -3.7], [-0.9, -0.4, -0.8], [-0.1, 0.6, 0.5]], "e_above_lowest_kcal_mol": 28.76, "charge": -1, "fmax_ev_per_a": 4.95, "total_energy_ha": -347.6038}

{"formula": "CH2N2OS", "method": "the ωB97M-V functional and the def2-TZVPD basis", "elements": ["N", "S", "N", "O", "H", "C", "H"], "positions_angstrom": [[-3.1005, 2.1107, -0.2524], [-2.9089, -0.6469, 0.4873], [0.2105, 0.0200, 0.5912], [-3.2864, -1.3013, -0.7626], [0.9247, -0.6602, 0.3567], [-3.1411, 1.0250, 0.0593], [-0.0210, 0.2059, -0.3791]], "forces_ev_per_angstrom": [[-0.2, 2.7, -0.8], [0.0, 0.9, 0.5], [-0.1, 0.0, -0.2], [-0.3, -1.2, -1.0], [0.7, -0.7, 0.6], [0.5, -2.4, 1.2], [-0.7, 0.7, -0.5]], "e_above_lowest_kcal_mol": 56.05, "charge": 0, "fmax_ev_per_a": 2.80, "total_energy_ha": -622.0883}

{"formula": "C54H37F4N2O16", "method": "the ωB97M-V functional and the def2-TZVPD basis", "elements": ["C", "H", "C", "C", "H", "O", "O", "C", "H", "H", "C", "H", "C", "H", "O", "H", "H", "O", "H", "H", "H", "H", "C", "O", "H", "H", "H", "C", "C", "C", "C", "O", "C", "H", "C", "C", "O", "C", "H", "C", "C", "H", "F", "H", "C", "C", "H", "O", "H", "H", "C", "H", "O", "C", "F", "C", "C", "H", "O", "C", "C", "C", "F", "H", "C", "H", "H", "C", "C", "O", "C", "H", "H", "H", "N", "C", "C", "C", "C", "O", "H", "O", "C", "C", "O", "C", "C", "C", "H", "C", "H", "C", "C", "H", "C", "N", "H", "C", "C", "C", "C", "H", "C", "F", "C", "C", "C", "C", "O", "H", "O", "C", "C"], "positions_angstrom": [[5.4900, -5.4550, 4.2355], [2.5682, 8.6878, 4.0082], [-0.8950, 4.2109, -4.4244], [4.4926, -3.5223, 2.3770], [0.2735, 4.6019, 5.0124], [7.6052, -4.5660, 3.7123], [-7.7975, 5.4521, -9.5808], [0.1638, -8.2711, 5.1099], [2.2006, 0.6267, 3.3889], [-7.1889, 3.1028, -8.6756], [1.8684, 0.1268, -0.0542], [-5.9776, 7.2627, -9.2065], [-0.5144, 3.9417, -3.0180], [2.6042, 10.9413, 2.9330], [2.8160, -1.1943, 1.6430], [-1.3146, -6.7630, 5.3158], [-0.5716, 4.7475, -0.9743], [2.3764, -4.4217, 2.8801], [2.2456, -8.6829, 2.3141], [0.8305, -7.1478, -5.0307], [-1.1018, -1.8926, -3.3650], [3.9968, -2.8412, 1.7079], [0.9979, -9.5368, -1.8700], [0.3189, 3.2851, 0.3349], [-1.7376, 9.0440, 4.6166], [-3.6269, 2.8633, 4.1152], [0.9654, -4.1123, 1.7999], [4.1757, -5.4185, 4.0322], [-1.4889, 6.0843, -2.3413], [0.9557, -7.2259, -2.9109], [-5.7242, 6.2798, -8.8307], [-3.2018, 4.4251, -7.1640], [0.8888, -7.7470, -4.1311], [2.1354, -0.6291, -0.7830], [2.2504, -0.1541, 1.3491], [-0.8584, 4.9644, -1.9942], [-2.4472, 7.3754, -4.0616], [1.9125, 0.8576, 2.3711], [-0.8130, 6.2827, 6.4886], [6.4123, -4.5261, 3.5225], [-3.6497, 4.5219, 5.4340], [0.9468, 1.4684, -1.4197], [1.5935, -3.6998, -3.8960], [5.9533, -6.1533, 4.9208], [-1.5956, 3.6056, 4.4582], [0.8774, -9.2260, -4.3123], [-5.0193, 2.6187, -7.5375], [-1.0715, 2.7767, 3.7370], [0.9622, -6.1615, -2.7119], [-1.7044, 11.2964, 3.5405], [0.4523, 11.2890, 3.1545], [1.0194, 2.7350, 2.7711], [0.0646, 2.9159, -2.7117], [0.8947, 2.2648, 0.6360], [0.6950, -1.1968, -2.8524], [-0.5406, -7.2156, 4.7094], [-0.2854, -6.5945, 3.3913], [0.0055, -8.7460, 6.0696], [1.1062, -7.5459, -0.6003], [-3.0673, 3.6207, 4.6491], [-0.8297, 9.4953, 4.2358], [1.4726, -8.2370, 2.9273], [0.1775, -1.7581, -4.9095], [-1.5737, -4.2259, -1.5248], [-1.5224, 5.3319, -4.7685], [-1.1981, -4.5462, 0.9682], [-0.6334, 3.4499, -5.1487], [-4.5693, 6.0201, -8.2246], [1.0285, -8.0715, -1.6967], [0.8138, -9.7184, -5.4121], [-4.2559, 4.6613, -7.7203], [6.4923, -2.8859, 2.0694], [-1.7537, 6.8479, -1.6207], [0.9156, -11.1408, -3.2501], [0.7865, -4.0302, 0.7916], [1.7263, -3.5703, -1.1842], [-1.8703, 6.3561, -3.7506], [1.2274, -8.8651, 4.2528], [0.4013, -3.4756, -3.3213], [1.8713, -9.8208, 4.6205], [2.6150, -3.3043, -1.7366], [0.4693, 12.3807, 2.6342], [1.6766, 9.2887, 3.8825], [-1.3732, 5.5304, 5.9573], [-0.9001, -5.6125, 3.0068], [3.5832, -4.4510, 3.0826], [-6.4292, 3.8582, -8.5208], [1.6960, 10.4889, 3.3100], [0.8985, -6.7168, 1.5739], [0.7635, -7.1852, 2.5376], [-3.8105, 6.7761, -8.0679], [-2.8461, 5.5487, 6.1498], [5.8073, -3.5547, 2.5746], [1.0423, -10.1357, -0.9693], [-0.7972, 4.6271, 5.1697], [1.8637, -3.7087, 0.1064], [-1.8082, 5.5477, -5.7866], [-0.8125, 10.6956, 3.6634], [-0.0524, -2.0332, -3.6272], [-6.7467, 5.2196, -9.0286], [0.4961, -3.7226, -1.8348], [3.4903, -6.0844, 4.5398], [0.9320, -10.0711, -3.0868], [-0.5125, -4.3201, -3.8542], [-0.5968, -4.0870, -1.0874], [-5.2741, 3.6008, -7.9147], [0.4130, 8.6998, 4.3875], [1.2837, 1.9839, 2.0435], [0.3923, 7.6019, 4.9079], [-4.7204, 4.5567, 5.5899], [-3.3773, 6.3743, 6.8589], [1.2361, 1.2455, -0.3995], [-0.4133, -4.2510, 0.2854]], "forces_ev_per_angstrom": [[0.0, 0.0, 0.0], [0.0, 0.0, 0.0], [0.0, 0.0, 0.0], [-0.1, -0.2, -0.1], [0.0, 0.0, 0.0], [0.0, 0.0, 0.0], [0.0, 0.0, 0.0], [0.0, 0.0, 0.0], [0.0, 0.0, 0.0], [0.0, 0.0, 0.0], [0.0, 0.0, 0.0], [0.0, 0.0, 0.0], [0.0, 0.0, 0.1], [0.0, 0.0, 0.0], [-0.2, 0.2, 0.0], [0.0, 0.0, 0.0], [0.0, 0.0, -0.1], [0.0, -0.2, 0.3], [0.0, 0.0, 0.0], [0.0, 0.0, 0.0], [-0.1, 0.0, -0.2], [0.1, 0.1, -0.1], [0.1, 0.0, 0.0], [0.1, 0.0, 0.3], [0.0, 0.0, 0.0], [0.0, 0.0, 0.0], [0.3, -0.1, 0.2], [-0.1, 0.0, 0.0], [0.0, 0.0, 0.0], [0.0, 0.0, 0.1], [0.0, 0.0, 0.0], [-0.1, -0.1, -0.1], [0.0, 0.0, 0.1], [0.0, 0.0, 0.0], [0.0, 0.0, -0.1], [0.0, 0.1, -0.1], [0.0, 0.0, 0.0], [0.0, 0.0, 0.0], [0.0, 0.0, 0.0], [0.0, 0.0, 0.0], [0.0, 0.0, 0.0], [0.0, 0.1, 0.1], [0.1, -0.1, -0.1], [0.0, 0.0, 0.0], [0.0, 0.0, 0.0], [0.0, 0.0, 0.0], [0.0, 0.0, 0.0], [0.0, 0.0, 0.1], [0.0, -0.1, -0.1], [0.0, 0.0, 0.0], [0.0, 0.0, 0.0], [-0.1, 0.0, 0.0], [-0.1, 0.0, -0.2], [0.0, -0.1, -0.1], [0.0, -0.1, -0.1], [-0.1, 0.1, 0.0], [0.1, 0.0, 0.0], [0.0, 0.0, 0.0], [0.0, 0.0, 0.1], [0.0, 0.0, 0.0], [0.0, 0.0, 0.0], [0.0, -0.1, 0.1], [-0.1, 0.0, -0.1], [0.0, -0.1, 0.0], [0.1, 0.1, 0.1], [0.1, 0.0, 0.2], [0.0, 0.0, 0.0], [0.0, 0.0, 0.0], [0.0, 0.1, -0.1], [0.0, 0.0, -0.1], [0.0, 0.0, 0.0], [0.0, 0.0, 0.0], [0.0, 0.0, 0.0], [0.0, 0.0, 0.0], [-0.2, 0.0, -0.3], [-0.1, 0.2, -0.2], [0.0, 0.0, 0.0], [0.0, 0.0, 0.0], [-0.3, 0.2, 0.1], [0.0, 0.0, 0.0], [0.1, 0.0, 0.0], [0.0, 0.0, 0.0], [0.0, 0.0, 0.0], [-0.2, -0.2, 0.1], [0.0, 0.1, 0.0], [0.2, 0.0, 0.0], [0.0, 0.0, 0.0], [0.0, 0.0, 0.0], [0.1, -0.1, -0.1], [0.0, 0.0, -0.1], [0.0, 0.0, 0.0], [0.0, 0.0, 0.0], [0.0, -0.1, 0.1], [0.0, 0.0, 0.0], [0.0, 0.0, 0.0], [0.0, -0.2, 0.4], [0.0, 0.0, 0.0], [0.0, 0.0, 0.0], [0.2, 0.1, 0.3], [0.0, 0.0, 0.0], [-0.1, -0.1, 0.2], [0.0, 0.0, 0.0], [0.0, 0.0, 0.0], [0.0, -0.1, -0.1], [0.1, 0.1, 0.0], [0.0, 0.0, 0.0], [0.0, 0.0, 0.0], [0.2, 0.0, -0.1], [0.1, 0.1, -0.1], [0.0, 0.0, 0.0], [0.0, 0.0, 0.0], [0.0, -0.1, 0.0], [-0.1, 0.1, -0.3]], "e_above_lowest_kcal_mol": 0.00, "charge": 1, "fmax_ev_per_a": 0.42, "total_energy_ha": -3792.2503}

{"formula": "C21H26N2O4S", "method": "the ωB97M-V functional and the def2-TZVPD basis", "elements": ["C", "H", "H", "H", "H", "H", "C", "O", "H", "H", "C", "N", "H", "C", "C", "C", "O", "C", "H", "O", "H", "H", "C", "C", "O", "H", "H", "C", "H", "H", "H", "H", "C", "C", "C", "H", "H", "H", "S", "H", "H", "H", "H", "C", "C", "C", "N", "C", "C", "C", "H", "H", "C", "C"], "positions_angstrom": [[2.1937, 1.1735, -0.9108], [-5.6369, -1.0699, -1.3208], [2.6880, 2.2986, 0.8845], [0.6759, 2.5969, 0.7674], [2.2468, -5.0206, -0.4056], [-7.6912, -1.1463, 2.5646], [2.7296, -0.9854, 1.2775], [-6.4004, -0.8248, 1.0740], [-1.6863, 3.0621, 0.0912], [-6.0008, -0.9985, 3.1037], [4.4381, -1.5232, -0.3280], [-1.8444, 1.4429, -1.2103], [-0.5990, 3.0741, -1.3047], [-3.2539, 1.0838, 0.7692], [-4.3940, 0.5490, 1.3488], [-1.0066, 0.6247, -2.0626], [4.2491, 1.3080, 2.3253], [-2.9412, 0.8603, -0.5696], [2.3823, -0.3344, 2.0650], [6.2413, 0.5131, 1.1081], [1.5188, -4.0475, -1.6765], [4.0829, -3.2627, -1.5149], [-4.9574, -0.4680, -0.7386], [-5.2571, -0.2411, 0.6052], [2.7261, 0.4962, -1.7741], [-4.5860, 0.7583, 2.3896], [4.7414, 1.4989, -1.1640], [4.4542, 1.9662, -0.2260], [-3.6540, -0.0928, -2.3629], [-1.5957, -0.1520, -2.5447], [-6.9187, 0.4570, 2.6218], [5.3911, -1.2843, -0.7719], [-6.7574, -0.6064, 2.4155], [2.4783, -2.9151, -0.1417], [3.9363, -0.7097, 0.6687], [-0.5702, 1.2659, -2.8359], [1.0601, -2.3188, 1.3479], [-0.3356, 1.1694, 1.0791], [4.8273, 0.7775, 1.1131], [5.0668, 2.8402, -0.0258], [-2.6136, 1.6842, 1.3963], [-0.3079, -0.6996, -0.5008], [0.7981, -0.5862, -1.8981], [0.1226, -0.0266, -1.2507], [0.0888, 1.8115, 0.2984], [1.6928, -4.1038, -0.6033], [0.9001, 0.9919, -0.5718], [2.9693, 2.2583, -0.1685], [-3.8325, 0.0758, -1.3124], [3.7067, -2.6237, -0.7298], [0.7337, -4.1627, -0.0955], [2.7443, 3.2216, -0.6347], [2.0044, -2.0929, 0.8731], [-1.0485, 2.4374, -0.5332]], "forces_ev_per_angstrom": [[0.0, 0.2, 0.0], [-0.1, -0.1, -0.1], [-0.2, 0.2, -0.1], [0.0, 0.0, 0.0], [0.0, -0.1, 0.0], [0.1, 0.1, 0.0], [0.0, 0.1, 0.2], [0.1, 0.0, -0.3], [0.0, 0.0, 0.0], [0.0, 0.0, 0.0], [0.1, -0.2, -0.1], [0.1, 0.3, -0.2], [0.0, 0.0, 0.1], [0.2, 0.0, -0.3], [-0.4, -0.2, 0.1], [0.3, -0.3, 0.1], [-0.3, -0.1, -0.1], [-0.3, 0.0, 0.2], [-0.1, 0.1, 0.1], [0.0, -0.1, -0.4], [-0.1, 0.0, -0.1], [0.1, -0.1, -0.1], [-0.1, 0.0, 0.2], [0.1, 0.1, 0.0], [0.2, 0.1, -0.2], [-0.1, 0.0, 0.1], [0.1, 0.0, -0.1], [-0.1, -0.7, 0.5], [0.0, 0.0, -0.1], [0.0, 0.1, 0.0], [0.0, 0.0, 0.0], [0.1, 0.0, -0.1], [0.0, 0.0, 0.2], [0.0, 0.1, 0.1], [0.3, 0.6, 0.2], [0.0, -0.1, 0.0], [-0.1, 0.0, 0.0], [0.0, 0.1, 0.0], [0.3, 0.2, 0.0], [0.1, 0.0, 0.2], [0.1, 0.0, 0.0], [0.0, 0.0, 0.0], [-0.1, 0.0, 0.1], [-0.1, -0.1, -0.5], [-0.2, 0.4, 0.0], [0.0, 0.0, 0.0], [-0.3, -0.2, 0.0], [0.0, -0.1, -0.1], [0.0, -0.1, 0.1], [0.1, 0.1, 0.1], [-0.1, 0.0, 0.0], [0.0, 0.0, 0.1], [0.1, 0.0, -0.1], [0.1, 0.0, 0.3]], "e_above_lowest_kcal_mol": 23.65, "charge": 0, "fmax_ev_per_a": 0.89, "smiles": "COc1ccc(N2CCN(C(=O)CCS(=O)(=O)c3ccc(C)cc3)CC2)cc1", "total_energy_ha": -1624.4721}